1.
{"formula": "C43H62Cl2N3OP2Pd", "method": "ωB97M-V/def2-TZVPD", "spin_multiplicity": 5, "homo_lumo_gap_ev": [6.2606, 5.1923], "e_above_lowest_kcal_mol": 0.0, "lumo_energy_ha": [-0.1008, -0.1737], "total_charge": 1, "largest_force_ev_per_a": 0.9, "species": ["C", "H", "H", "N", "H", "H", "H", "C", "C", "C", "C", "Pd", "H", "H", "C", "H", "N", "H", "C", "H", "C", "Cl", "H", "C", "H", "H", "C", "C", "H", "H", "H", "H", "C", "C", "C", "C", "C", "H", "C", "H", "P", "C", "H", "C", "C", "H", "H", "H", "H", "C", "C", "H", "C", "N", "H", "C", "H", "H", "H", "H", "H", "H", "C", "C", "C", "P", "C", "H", "H", "H", "C", "C", "C", "H", "C", "H", "H", "H", "H", "H", "H", "H", "H", "C", "H", "C", "H", "H", "C", "H", "C", "C", "C", "H", "C", "H", "C", "H", "H", "H", "O", "H", "H", "C", "C", "Cl", "H", "H", "H", "H", "C", "H", "H", "H"], "xyz": [[3.221, -0.774, -3.751], [4.655, -1.096, -5.928], [-5.001, 4.477, -0.016], [2.571, -0.513, -0.205], [-0.768, -1.527, -5.552], [1.572, 1.420, -4.319], [-4.096, 0.391, -3.201], [3.528, 1.864, 0.920], [3.235, -0.744, -1.332], [4.562, -1.157, -3.783], [1.073, 1.659, -3.372], [0.259, 0.059, -0.162], [-3.422, -1.254, 2.967], [1.198, 1.424, 2.769], [0.046, -1.008, -5.047], [-5.762, -0.445, -1.733], [0.524, -0.428, 2.235], [4.704, 1.379, 3.317], [4.473, -0.742, 3.522], [3.833, -3.551, 0.370], [0.128, -1.637, 2.656], [-0.390, -3.786, 6.008], [-2.081, -0.957, -1.241], [-3.170, -1.060, -1.258], [-5.553, -0.603, -0.001], [-2.825, 2.176, 3.341], [3.732, 0.552, 1.612], [-0.198, -2.430, -2.987], [-0.115, 3.299, -4.120], [-3.455, -1.795, -0.515], [-2.758, 4.795, -0.992], [0.581, -1.316, 6.004], [-0.792, -3.863, 2.064], [-5.363, 0.054, -0.849], [-4.865, 3.396, -0.079], [5.083, -0.800, 4.889], [-3.484, 0.620, 1.935], [0.958, -1.548, -5.293], [-0.297, -2.582, 1.604], [-1.491, 3.575, -0.819], [0.837, 0.069, -2.474], [-3.697, 1.033, -2.416], [-5.510, 2.943, 0.674], [-2.934, 3.809, 1.425], [5.273, -1.375, -5.078], [-2.609, 0.532, 3.899], [-2.811, 3.341, -1.972], [2.169, -2.991, 0.287], [2.463, 2.063, 0.766], [0.115, -2.009, 4.011], [3.272, -0.628, 1.019], [-1.515, 1.207, 2.675], [0.923, 0.446, 3.141], [-1.373, 1.143, 0.143], [-4.230, 1.978, -2.470], [-3.872, 0.302, -1.073], [-5.135, 0.485, 3.272], [2.108, 3.519, -3.075], [3.958, 2.680, 1.498], [0.771, -2.902, -3.162], [-5.217, 3.086, -1.061], [-0.401, -2.455, -1.918], [4.609, -1.110, -1.369], [-2.557, 3.724, -0.989], [0.567, -1.070, 4.952], [-2.962, 1.273, 0.257], [5.240, -1.317, -2.566], [1.326, 0.918, 5.198], [-1.207, -0.587, -3.361], [-2.989, 4.882, 1.240], [-0.267, 2.327, -3.652], [-2.543, 1.177, 3.023], [4.339, 0.470, 2.855], [5.146, -1.216, -0.437], [1.971, 2.574, -2.550], [2.737, -3.900, 1.698], [-2.383, -1.226, 1.538], [-1.168, -5.176, 3.711], [3.984, 1.870, -0.072], [-5.663, 0.609, 1.600], [-0.798, 2.486, -2.713], [-5.068, 2.034, 2.454], [2.721, -0.606, -4.694], [2.541, -0.577, -2.565], [-3.582, 3.598, 2.272], [-0.358, -3.315, 4.360], [-5.933, 0.972, -0.709], [4.130, -2.852, 3.395], [3.428, -1.871, 1.637], [5.553, -2.422, -5.194], [0.975, 0.164, 4.508], [-0.806, -4.205, 3.405], [-0.208, -1.009, -3.545], [-0.903, 1.737, -4.313], [-3.342, -0.907, 1.937], [6.285, -1.596, -2.580], [3.010, -3.143, 0.962], [5.390, -1.813, 5.140], [0.110, -0.007, -5.472], [2.956, 2.141, -2.380], [-0.227, -2.295, 0.402], [6.193, -0.790, -5.115], [-1.905, 3.564, 1.687], [-3.380, 3.093, 0.144], [4.015, -1.897, 2.897], [-1.343, -4.950, 0.875], [1.517, 2.783, -1.578], [-2.644, 1.211, -2.635], [-3.463, -1.461, -2.229], [-0.955, -3.029, -3.492], [-4.924, 0.965, 2.316], [5.959, -0.155, 4.959], [4.374, -0.471, 5.653], [-4.129, -1.398, 1.366]], "forces_ev_per_angstrom": [[-0.08, 0.01, 0.02], [-0.02, 0.01, -0.03], [-0.01, 0.06, -0.01], [-0.25, -0.14, 0.29], [-0.07, -0.02, -0.02], [-0.03, 0.05, 0.04], [-0.03, -0.05, -0.07], [0.00, 0.10, -0.07], [0.01, 0.00, -0.18], [0.02, 0.00, 0.03], [-0.08, -0.07, -0.20], [0.65, 0.33, -0.51], [-0.01, -0.06, 0.10], [0.07, 0.06, -0.02], [0.03, 0.07, -0.03], [-0.03, -0.04, -0.07], [-0.17, -0.15, 0.32], [0.04, 0.06, 0.06], [-0.06, -0.12, -0.07], [0.00, -0.01, -0.02], [0.11, 0.08, 0.04], [-0.01, -0.02, -0.07], [-0.10, -0.01, 0.00], [0.13, 0.14, 0.06], [0.02, 0.01, -0.07], [0.02, -0.06, 0.02], [-0.07, -0.20, 0.09], [0.01, -0.02, 0.01], [0.03, 0.06, -0.03], [-0.01, -0.05, 0.11], [0.00, 0.08, 0.00], [0.01, -0.02, 0.02], [0.06, 0.04, 0.01], [-0.11, 0.02, 0.09], [-0.10, -0.09, -0.03], [0.08, -0.03, 0.14], [0.04, 0.03, 0.13], [0.07, -0.04, -0.02], [0.06, 0.01, -0.35], [0.02, -0.01, 0.01], [-0.06, -0.05, 0.07], [0.02, -0.02, 0.08], [0.04, 0.05, -0.08], [0.00, -0.02, 0.03], [0.03, 0.00, -0.07], [0.02, -0.10, 0.08], [0.02, 0.03, -0.01], [-0.01, 0.00, -0.01], [-0.02, 0.00, -0.01], [0.05, 0.14, -0.07], [0.02, 0.03, 0.08], [0.03, -0.04, 0.01], [-0.04, -0.07, -0.09], [-0.30, 0.16, 0.36], [-0.04, 0.00, 0.02], [0.08, -0.08, -0.20], [-0.05, -0.04, 0.10], [0.02, 0.07, -0.01], [0.00, 0.02, 0.01], [0.03, -0.02, 0.01], [0.00, -0.01, 0.00], [0.01, -0.01, 0.04], [0.11, -0.05, -0.09], [0.05, -0.07, -0.02], [0.02, 0.15, -0.13], [0.04, 0.00, -0.14], [-0.01, -0.01, 0.10], [0.01, 0.02, 0.02], [0.07, -0.03, -0.05], [0.00, 0.06, -0.01], [-0.04, -0.04, 0.08], [-0.03, 0.00, -0.13], [-0.06, -0.04, -0.05], [0.05, -0.01, 0.03], [-0.01, 0.05, 0.05], [0.00, -0.02, 0.01], [0.06, 0.02, -0.03], [-0.01, -0.03, -0.02], [0.03, 0.02, -0.01], [0.07, 0.04, 0.09], [-0.02, 0.02, 0.01], [0.01, 0.01, 0.05], [-0.04, 0.01, -0.03], [-0.02, 0.00, -0.20], [-0.03, 0.03, -0.02], [-0.02, -0.02, -0.01], [0.00, 0.00, 0.00], [0.02, -0.06, 0.04], [0.01, 0.26, 0.01], [0.02, -0.05, 0.00], [-0.02, -0.08, 0.03], [-0.05, -0.09, -0.07], [-0.14, 0.11, 0.01], [-0.02, -0.04, -0.01], [-0.04, -0.05, -0.13], [0.06, -0.02, 0.01], [-0.05, -0.08, -0.06], [0.01, -0.01, 0.02], [0.01, 0.03, 0.00], [0.07, -0.05, 0.02], [-0.13, -0.28, 0.59], [0.04, 0.01, -0.02], [0.02, -0.02, 0.01], [-0.05, 0.08, -0.06], [0.05, 0.16, 0.06], [-0.01, -0.05, 0.05], [-0.01, 0.00, 0.00], [0.04, 0.02, 0.00], [-0.01, -0.05, -0.09], [-0.02, -0.04, -0.04], [-0.11, 0.08, 0.01], [0.01, 0.02, 0.01], [-0.01, 0.01, 0.00], [0.02, 0.03, 0.04]], "lowdin_spin": [-0.007, 0.000, 0.002, 0.472, 0.001, 0.003, 0.000, 0.003, 0.034, 0.160, 0.019, 0.958, 0.000, 0.001, 0.005, 0.000, 0.036, 0.000, 0.004, 0.001, 0.056, 0.081, -0.001, 0.000, 0.000, 0.000, 0.017, 0.002, 0.000, 0.000, 0.000, 0.002, 0.209, -0.001, 0.005, 0.001, 0.035, 0.000, 0.069, 0.004, 0.093, 0.000, 0.000, 0.001, 0.029, 0.000, 0.000, 0.001, 0.000, 0.009, 0.038, 0.001, 0.033, 0.605, 0.000, -0.003, 0.002, 0.000, 0.000, 0.001, 0.000, 0.000, 0.123, 0.007, 0.031, 0.112, -0.015, -0.001, 0.001, 0.000, 0.000, 0.003, 0.001, 0.006, 0.000, 0.000, 0.003, -0.005, 0.000, 0.000, -0.001, 0.000, -0.003, 0.151, 0.000, 0.228, 0.000, 0.000, 0.016, 0.010, -0.011, -0.020, 0.016, 0.000, 0.003, -0.004, 0.005, 0.000, 0.000, 0.001, 0.251, 0.008, 0.000, 0.024, 0.001, 0.072, -0.002, 0.000, 0.000, 0.000, 0.007, 0.000, 0.000, 0.000]}

2.
{"formula": "C4H12N2O2", "method": "ωB97M-V/def2-TZVPD", "spin_multiplicity": 1, "homo_lumo_gap_ev": 10.3324, "e_above_lowest_kcal_mol": 34.7, "smiles": "CCC(=O)NCN.O", "lumo_energy_ha": 0.0238, "largest_force_ev_per_a": 2.4, "species": ["H", "C", "H", "H", "H", "H", "N", "H", "H", "O", "O", "H", "H", "H", "N", "H", "H", "C", "C", "C"], "xyz": [[-0.265, 0.394, 2.125], [-1.149, -0.211, 2.288], [2.248, 0.112, -0.104], [-2.008, 0.360, 2.539], [0.829, 1.840, -1.187], [-0.611, -1.842, 0.842], [-0.333, -0.148, -1.133], [-0.370, 0.451, -1.947], [-2.258, -1.599, 1.201], [1.305, 2.675, -1.293], [-2.216, 0.764, -0.370], [-0.895, -0.908, 3.069], [2.086, 0.724, -1.528], [0.916, -1.756, -0.444], [2.117, -0.198, -1.068], [1.526, 2.959, -0.402], [0.895, -1.501, -2.148], [0.914, -0.969, -1.199], [-1.384, -0.104, -0.221], [-1.347, -1.039, 0.980]], "forces_ev_per_angstrom": [[0.01, 0.58, 0.31], [1.55, -1.13, -1.38], [-0.02, -0.54, 0.04], [-0.60, 0.55, 0.07], [-0.27, 0.44, 0.35], [0.16, 0.51, 0.26], [0.99, -1.08, 0.28], [-0.84, 0.12, 0.24], [-0.37, 0.28, -0.95], [0.03, -0.03, -0.24], [-0.55, -0.12, 0.28], [-0.12, -0.17, 0.50], [0.14, -1.02, -0.42], [-0.14, 0.27, 0.03], [0.48, 1.03, 0.36], [-0.07, 0.03, 0.08], [0.15, 0.18, -0.22], [-0.86, 0.00, 0.28], [0.51, 0.31, -0.55], [-0.19, -0.21, 0.68]], "mulliken_charge": [0.295, -1.080, 0.280, 0.290, 0.237, 0.257, -0.312, 0.419, 0.334, -0.705, -0.620, 0.346, 0.284, 0.343, -0.661, 0.317, 0.319, -0.422, 0.388, -0.310]}